Record 1
The following is a quantum chemistry calculation of a cluster of 2 separate species, C2H7NO3 in total at a distorted geometry, from the Open Molecules 2025 dataset.

Computed properties:
ΔE to the lowest compared entry with this formula, charge and spin = 138.27 kJ/mol
Multiplicity = 1
Frontier orbital gap = 9.76 eV
Energy = -9819.528 eV
SMILES = CNC(=O)O.O

Structure (XYZ):
```
13
C2H7NO3 | the Open Molecules 2025 dataset | ωB97M-V with the def2-TZVPD basis set
C 0.6169 1.4721 0.0820
N -0.1335 2.1774 1.1099
C -0.8941 1.3453 2.0316
O -2.0677 1.8795 2.1792
O -0.4903 0.3610 2.5679
H 1.0645 2.2434 -0.5820
H -0.1368 0.7682 -0.3346
H 1.4281 0.8429 0.4965
H -0.2442 3.2014 1.1491
H -2.8581 1.2677 2.0978
H 1.9499 -5.0736 -3.9002
H 0.5260 -4.8984 -3.4281
O 1.2394 -5.5867 -3.4693
```

Löwdin atomic charge list, values in e, 6 entries: atom 1 (C): -0.1096, atom 2 (N): -0.0387, atom 3 (C): -0.6399, atom 4 (O): 0.1027, atom 5 (O): 0.1238, atom 6 (H): 0.0902


Record 2
The following is a quantum chemistry calculation of a cluster of 2 separate species, C2H7NO3 in total at a distorted geometry, from the Open Molecules 2025 dataset.

Computed properties:
ΔE to the lowest compared entry with this formula, charge and spin = 239.23 kJ/mol
Multiplicity = 1
Frontier orbital gap = 10.52 eV
Energy = -9818.481 eV
SMILES = O=CO.NCO

Structure (XYZ):
```
13
C2H7NO3 | the Open Molecules 2025 dataset | ωB97M-V with the def2-TZVPD basis set
N -0.2663 -1.2356 -0.5871
C -1.3431 -1.3340 0.3764
O -2.4169 -0.6136 -0.1210
H 0.5849 -1.6806 -0.2080
H -0.6574 -1.8628 -1.3292
H -1.4054 -2.4071 0.6281
H -0.8864 -0.7859 1.2506
H -2.9020 -0.1267 0.6998
O 2.4097 0.8313 0.7083
C 1.3752 1.3831 0.3638
O 0.7387 1.3478 -0.7876
H 1.0833 2.0765 1.0241
H 0.0027 0.6170 -0.7948
```

Löwdin atomic charge list, values in e, 6 entries: atom 1 (N): -0.0113, atom 2 (C): -0.4092, atom 3 (O): -0.0747, atom 4 (H): 0.1088, atom 5 (H): 0.1118, atom 6 (H): 0.1188


Record 3
The following is a quantum chemistry calculation of a cluster of 2 separate species, C2H7NO3 in total at a distorted geometry, from the Open Molecules 2025 dataset.

Computed properties:
ΔE to the lowest compared entry with this formula, charge and spin = 30.01 kJ/mol
Multiplicity = 1
Frontier orbital gap = 10.98 eV
Energy = -9820.650 eV
SMILES = NC(=O)O.CO

Structure (XYZ):
```
13
C2H7NO3 | the Open Molecules 2025 dataset | ωB97M-V with the def2-TZVPD basis set
C 1.2699 1.1058 1.3979
O 1.0559 -0.2424 1.8479
H 2.0181 1.0951 0.5908
H 0.3535 1.5462 1.0370
H 1.6547 1.7238 2.2172
H 0.7739 -0.2064 2.8001
N -1.5212 0.3491 -1.6890
C -0.5343 -0.2755 -0.9629
O -1.0310 -0.8935 0.1482
O 0.6541 -0.2836 -1.2518
H -1.2696 0.6335 -2.6477
H -2.4747 0.0938 -1.4902
H -0.2526 -0.9560 0.7515
```

Löwdin atomic charge list, values in e, 6 entries: atom 1 (C): -0.1360, atom 2 (O): -0.1487, atom 3 (H): 0.0891, atom 4 (H): 0.0724, atom 5 (H): 0.0819, atom 6 (H): 0.1174


Record 4
The following is a quantum chemistry calculation of a cluster of 2 separate species, C2H7NO3 in total at a distorted geometry, from the Open Molecules 2025 dataset.

Computed properties:
ΔE to the lowest compared entry with this formula, charge and spin = 35.68 kJ/mol
Multiplicity = 1
Frontier orbital gap = 10.71 eV
Energy = -9820.591 eV
SMILES = CNC(=O)O.O

Structure (XYZ):
```
13
C2H7NO3 | the Open Molecules 2025 dataset | ωB97M-V with the def2-TZVPD basis set
C -2.0197 -0.7378 -0.3223
N -0.6825 -0.1636 -0.1125
C 0.4426 -0.4683 -0.7683
O 0.3878 -1.3541 -1.8026
O 1.5116 0.0581 -0.4820
H -2.1759 -1.5366 0.4155
H -2.6834 0.0520 0.0322
H -2.2190 -0.9767 -1.3585
H -0.5766 0.3368 0.7526
H 1.2398 -1.7926 -1.7247
H 2.1023 1.5260 1.3978
H 2.5425 2.9369 1.8223
O 2.1305 2.1198 2.1504
```

Löwdin atomic charge list, values in e, 6 entries: atom 1 (C): -0.0502, atom 2 (N): 0.0342, atom 3 (C): -0.6153, atom 4 (O): 0.1036, atom 5 (O): 0.0475, atom 6 (H): 0.0866


Record 5
The following is a quantum chemistry calculation of a structure of composition C2H7NO3 at a distorted geometry, from the Open Molecules 2025 dataset.

Computed properties:
ΔE to the lowest compared entry with this formula, charge and spin = 699.65 kJ/mol
Multiplicity = 2
Frontier orbital gap (alpha / beta) = 4.64 / 4.47 eV
Energy = -9804.166 eV
Expectation value of S² = 0.758
Net charge = +1

Structure (XYZ):
```
13
C2H7NO3 | the Open Molecules 2025 dataset | ωB97M-V with the def2-TZVPD basis set
O -2.1751 0.7265 -0.8922
C -2.3180 0.3823 0.2795
O -1.9196 0.9565 1.3741
C 0.9476 0.9749 -0.3995
N 1.6535 -0.2343 -0.3134
H -2.7528 -0.6092 0.4985
H 1.3484 1.9712 -0.2633
H 0.4893 0.9464 -1.4392
H 0.0708 0.8539 0.2620
H 0.7380 -2.3303 1.2086
H 0.9180 -1.3142 -0.0365
H 2.6438 -0.1474 -0.6064
O 0.3561 -2.1763 0.3278
```

Löwdin atomic charge list, values in e, 6 entries: atom 1 (O): 0.0502, atom 2 (C): -0.4024, atom 3 (O): 0.2232, atom 4 (C): 0.0003, atom 5 (N): 0.3327, atom 6 (H): 0.1766


Record 6
The following is a quantum chemistry calculation of a cluster of 2 separate species, C2H7NO4S in total at a distorted geometry, from the Open Molecules 2025 dataset.

Computed properties:
ΔE to the lowest compared entry with this formula, charge and spin = 87.93 kJ/mol
Multiplicity = 1
Frontier orbital gap = 10.36 eV
Energy = -22701.433 eV
SMILES = O=CCS(=O)(=O)O.N

Structure (XYZ):
```
15
C2H7NO4S | the Open Molecules 2025 dataset | ωB97M-V with the def2-TZVPD basis set
C -1.8473 -0.0320 -1.0340
C -1.9543 -1.1809 0.0109
N 2.5244 0.0440 0.9494
O 0.6575 -0.0578 -0.8876
O -0.2949 2.2202 -0.6505
O -0.4049 0.6374 1.1483
O -2.9033 -1.5201 0.6647
S -0.4562 0.8843 -0.2689
H -2.7201 0.5192 -1.2145
H -1.4534 -0.3593 -1.9469
H -0.8924 -1.5258 -0.0390
H 1.5740 -0.3523 -0.1597
H 2.9673 -0.4963 1.7029
H 3.2729 0.4645 0.3820
H 1.9309 0.7551 1.3431
```

Löwdin atomic charge list, values in e, 6 entries: atom 1 (C): -0.1336, atom 2 (C): -0.2927, atom 3 (N): 0.0717, atom 4 (O): -0.3329, atom 5 (O): -0.2591, atom 6 (O): -0.3128